[1]
12
Properties=species:S:1:pos:R:3:forces:R:3:mulliken_spin:R:1 method="wB97M-V/def2-TZVPD" mol_weight_g_mol=105.1 charge=+1 total_energy_ha=-413.88695 e_above_lowest_kj_mol=234.34 multiplicity=3 homo_energy_ha="-0.4195 / -0.5883"
C 0.43124 -0.26758 -0.69385 -7.31 1.27 5.83 0.633
C -0.40699 0.39977 0.65885 2.58 -2.61 -4.71 0.167
N 1.63012 0.01177 -1.04169 2.29 1.56 0.77 0.256
N -1.82009 -0.29949 0.65697 0.66 2.14 -1.60 0.012
O 2.30361 0.98473 -0.46886 1.11 2.71 1.88 0.024
O 2.26573 -0.53692 -1.91816 1.01 -2.50 -3.03 0.662
O -0.00231 1.10436 1.50755 -0.14 0.86 0.89 0.220
H -0.08738 -1.14733 -0.92637 0.06 -1.20 -1.27 0.031
H -2.08536 -0.37205 -0.33552 -0.59 0.60 0.38 -0.003
H -2.53795 0.11857 1.25761 0.16 0.12 -0.15 0.000
H -1.64581 -1.22217 0.88550 0.20 -2.64 1.40 -0.001
H 1.95519 1.22634 0.41797 -0.03 -0.31 -0.39 0.000

---

[2]
19
Properties=species:S:1:pos:R:3:forces:R:3:mulliken_spin:R:1 method="wB97M-V/def2-TZVPD" mol_weight_g_mol=141.2 charge=0 total_energy_ha=-493.88407 e_above_lowest_kj_mol=246.54 multiplicity=2 homo_energy_ha="-0.2945 / -0.2945"
C -2.59403 0.07914 -1.65418 0.28 -0.06 0.72 -0.001
C -2.37219 -1.27136 -0.85553 0.54 0.62 -1.36 0.001
O -1.35664 -1.96501 -1.10685 1.94 -0.32 -0.16 0.000
O -3.18716 -1.50038 0.00642 -1.47 -0.15 1.37 0.001
H -1.65828 0.64723 -1.90900 -0.58 -0.74 -0.02 0.000
H -3.04329 0.57308 -0.76290 -0.51 0.59 -1.47 0.001
H -3.20358 -0.03669 -2.60364 0.46 0.25 1.50 0.000
C 1.97015 2.16976 0.83843 -1.39 -1.25 1.77 -0.002
C 1.97690 -1.50050 1.10130 -1.56 3.65 0.17 0.403
C 0.48374 0.06987 0.25989 3.02 -4.83 1.48 0.288
C 1.62651 0.61488 0.96010 2.43 4.28 -0.68 0.339
N 0.77599 -1.28044 0.36592 0.17 0.39 0.99 -0.072
N 2.49172 -0.23185 1.51373 -2.04 -2.56 -1.88 -0.083
H -0.00275 -1.95054 0.11102 0.04 -0.01 -0.88 0.000
H 2.42580 -2.45808 1.38744 -0.48 0.40 -0.41 0.014
H -0.36343 0.33354 -0.30905 -0.84 0.74 -0.39 0.082
H 2.69584 2.50550 1.58403 0.02 -0.58 0.03 0.003
H 1.00220 2.60368 1.18032 0.60 0.35 -0.72 0.008
H 2.33249 2.59817 -0.10742 -0.61 -0.77 -0.06 0.016

---

[3]
78
Properties=species:S:1:pos:R:3:forces:R:3:mulliken_spin:R:1 method="wB97M-V/def2-TZVPD" mol_weight_g_mol=775.9 charge=+2 total_energy_ha=-4232.50307 e_above_lowest_kj_mol=0.00 multiplicity=5 homo_energy_ha="-0.4750 / -0.5073"
Ir -0.72119 0.85458 1.37151 -0.08 0.24 0.00 2.874
N -2.58658 4.96045 1.40110 0.07 -0.01 0.14 0.026
C -2.19202 3.71011 1.66891 -0.24 -0.04 0.05 -0.032
S -1.62697 2.76139 0.29777 0.07 -0.03 0.00 0.466
N -2.28136 3.27097 2.89730 0.11 -0.15 -0.05 0.049
N -1.88328 1.97704 3.01290 -0.12 0.07 0.20 0.072
C -2.16412 1.33715 4.08391 0.01 0.19 -0.17 -0.001
C -1.78190 -0.07051 4.15403 -0.01 -0.08 0.02 0.022
C -1.90804 -0.81564 5.31710 0.01 0.06 -0.11 0.009
C -1.52344 -2.14809 5.30210 0.02 0.00 -0.05 -0.001
C -1.03485 -2.69406 4.12662 -0.02 0.02 -0.03 0.007
C -0.95480 -1.88945 3.00022 0.01 -0.03 0.04 -0.025
N -1.32342 -0.61112 3.01027 -0.02 0.00 0.15 0.127
H -2.65032 5.28766 0.45414 0.03 0.01 -0.04 0.003
H -3.02827 5.49590 2.13316 0.01 0.00 -0.02 -0.004
H -2.69784 1.81740 4.89872 0.00 0.00 0.00 -0.001
H -2.30181 -0.35655 6.21328 0.00 0.02 0.01 0.001
H -1.60630 -2.75075 6.19541 0.00 -0.02 0.02 0.000
H -0.72726 -3.72777 4.07066 0.01 -0.01 0.00 0.001
H -0.59038 -2.27633 2.05673 0.01 -0.02 0.00 0.001
C 4.96195 -0.27906 -2.95499 -0.01 0.00 -0.03 0.001
C 3.62456 0.20956 -3.53340 0.01 0.03 0.01 0.001
C 3.15074 -0.77934 -4.59493 0.02 -0.02 -0.04 0.001
C 3.81326 1.58918 -4.18500 0.00 -0.03 0.00 0.001
C 2.62912 0.34496 -2.39449 -0.08 -0.02 0.02 0.007
C 2.87889 1.21917 -1.33504 0.03 -0.02 -0.04 -0.013
C 1.97404 1.32728 -0.30749 0.00 0.08 0.11 -0.020
N 0.83387 0.63546 -0.26166 0.01 -0.16 -0.14 0.152
C 0.56021 -0.20505 -1.27081 0.01 -0.05 -0.09 -0.002
C 1.43649 -0.37104 -2.33545 -0.03 0.03 0.09 -0.005
C -0.73182 -0.93791 -1.17442 -0.01 -0.03 -0.08 0.009
C -1.19543 -1.79771 -2.16141 0.00 0.08 0.11 -0.005
C -2.42331 -2.44109 -2.02288 0.05 0.02 -0.01 0.010
C -3.14207 -2.17463 -0.85592 0.00 0.03 0.03 -0.012
C -2.62643 -1.31801 0.08802 -0.05 0.02 0.01 -0.001
N -1.44473 -0.70960 -0.06234 0.14 -0.12 -0.03 0.167
C -2.98596 -3.38450 -3.07228 -0.01 -0.01 0.01 0.001
C -4.32672 -2.81781 -3.56636 0.02 -0.02 0.00 0.001
C -3.21031 -4.76053 -2.42458 0.00 0.02 -0.02 0.001
C -2.04539 -3.54542 -4.26394 0.00 -0.02 -0.03 0.000
H 5.69251 -0.37111 -3.75801 0.01 0.00 -0.02 0.000
H 4.85543 -1.25590 -2.48206 -0.01 -0.02 0.01 0.000
H 5.36686 0.41606 -2.22036 0.01 0.03 0.03 0.000
H 3.89594 -0.83288 -5.38711 0.01 -0.01 -0.02 0.000
H 2.21126 -0.46797 -5.05486 -0.02 0.01 -0.01 0.000
H 3.03274 -1.78740 -4.19350 0.00 -0.02 0.02 0.000
H 4.51707 1.50609 -5.01234 0.02 -0.01 -0.01 0.000
H 4.21506 2.32099 -3.48498 0.01 0.02 0.02 0.000
H 2.87192 1.97249 -4.57988 -0.03 0.00 -0.01 0.000
H 3.77789 1.81714 -1.30883 0.02 0.02 0.01 0.000
H 2.14846 1.99535 0.52298 0.02 0.02 0.04 0.004
H 1.18991 -1.06227 -3.12531 0.00 0.01 0.02 0.001
H -0.60532 -1.96397 -3.04800 0.00 0.01 0.01 0.002
H -4.10550 -2.62852 -0.67767 -0.03 -0.01 0.01 0.000
H -3.16462 -1.09182 0.99955 -0.01 -0.02 0.01 -0.009
H -5.05681 -2.73438 -2.76231 -0.02 0.00 0.03 0.000
H -4.74336 -3.48276 -4.32201 -0.01 -0.02 -0.02 0.000
H -4.19828 -1.83294 -4.01649 0.01 0.02 -0.01 0.000
H -3.91880 -4.71323 -1.59832 -0.02 0.00 0.02 0.000
H -2.27473 -5.17988 -2.05244 0.02 0.00 0.01 0.000
H -3.61589 -5.44802 -3.16605 -0.01 -0.01 -0.02 0.000
H -1.87437 -2.60042 -4.78244 0.00 0.02 -0.01 0.000
H -2.49575 -4.22984 -4.98116 0.00 -0.01 -0.02 0.000
H -1.08276 -3.96948 -3.97262 0.02 -0.01 0.02 0.000
C 1.17342 2.76707 5.27673 0.00 0.04 0.01 0.005
As 1.70740 2.57530 3.45112 -0.17 -0.06 0.04 0.023
C 3.60135 2.30073 3.39970 0.01 -0.04 -0.06 0.007
C 1.24975 4.19260 2.51706 -0.01 -0.03 0.00 -0.005
O 0.92969 1.23142 2.79608 0.20 0.01 -0.17 0.088
H 1.72007 3.58974 5.73605 0.00 0.01 0.01 0.001
H 1.38971 1.84098 5.80638 0.00 0.00 -0.02 -0.001
H 0.10485 2.97717 5.30713 0.02 0.00 -0.01 0.000
H 4.11480 3.22884 3.64588 0.00 0.00 0.01 0.001
H 3.89230 1.96766 2.40400 -0.02 0.04 0.03 -0.002
H 3.86495 1.53130 4.12348 -0.02 0.00 -0.01 0.001
H 2.09687 4.87602 2.51642 0.01 0.01 0.02 0.000
H 0.40111 4.66037 3.01424 0.00 -0.03 0.01 0.000
H 0.96809 3.94921 1.49349 0.03 -0.01 -0.02 -0.003

---

Question: Among the records above, which one has the highest multiplicity?
Answer: C28H40AsIrN6OS

---

Question: Among the records above, which one has the lowest multiplicity?
Answer: C6H9N2O2